C4H7N3O | ωB97M-V/def2-TZVPD

As for the LUMO energy: -0.552 eV. For the gap between HOMO and LUMO, the calculation gives 7.89 eV. For the energy relative to the best compared isomer or geometry (same formula, charge and spin), the calculation gives 813.8 kJ/mol.

XYZ file:
```
15
C4H7N3O (ωB97M-V/def2-TZVPD)
C 0.96 -0.23 2.07
H -0.59 1.47 2.23
H -2.29 -0.15 -3.27
C 0.01 0.77 1.45
N 1.37 0.11 -0.36
C 1.42 0.70 0.92
H 2.27 1.46 1.14
H 0.92 -1.15 1.67
N -1.76 -1.05 -2.08
H 0.22 -1.33 -2.12
H 0.71 0.07 3.22
C 0.03 0.05 -0.62
O -0.86 0.61 0.33
N -0.54 -0.73 -1.46
H -2.33 -1.30 -1.18
```

From a Löwdin analysis of the wavefunction, the atomic charges in e read: number 1, C, carries -0.05; number 2, H, carries 0.19; number 3, H, carries 0.24; number 4, C, carries -0.29; number 5, N, carries 0.11; number 6, C, carries -0.32; number 7, H, carries 0.16; number 8, H, carries 0.05; number 9, N, carries -0.08; number 10, H, carries 0.23; number 11, H, carries 0.16; number 12, C, carries -0.40; number 13, O, carries 0.00; number 14, N, carries -0.11; number 15, H, carries 0.10

=====

C5H8N3O | ωB97M-V/def2-TZVPD

As for the LUMO energy: -5.177 eV. The total charge is +1. For the gap between HOMO and LUMO, the calculation gives 8.78 eV. For the energy relative to the best compared isomer or geometry (same formula, charge and spin), the calculation gives 566.8 kJ/mol.

XYZ file:
```
17
C5H8N3O (ωB97M-V/def2-TZVPD)
O -1.51 -1.58 0.65
H 0.44 -1.72 -2.03
C -0.07 -1.80 -1.17
H 1.45 1.05 -1.01
C 0.76 0.89 -0.17
N -0.09 -0.15 -0.11
H 2.29 3.15 0.02
H -1.54 -4.10 -1.41
H -0.22 1.82 1.54
N -1.90 -3.42 -0.70
C 0.54 1.87 0.74
C 1.43 3.14 0.70
H 0.82 4.08 0.79
N -0.90 -0.40 0.82
C -1.16 -2.24 -0.48
H -2.23 -3.73 0.16
H 1.88 3.17 1.67
```

From a Löwdin analysis of the wavefunction, the atomic charges in e read: number 1, O, carries 0.07; number 2, H, carries 0.06; number 3, C, carries 0.30; number 4, H, carries 0.15; number 5, C, carries -0.10; number 6, N, carries 0.02; number 7, H, carries 0.09; number 8, H, carries 0.16; number 9, H, carries 0.13; number 10, N, carries 0.18; number 11, C, carries -0.03; number 12, C, carries -0.06; number 13, H, carries 0.11; number 14, N, carries 0.13; number 15, C, carries -0.36; number 16, H, carries 0.08; number 17, H, carries 0.07

=====

C26H24Br4N4O4PdS | ωB97M-V/def2-TZVPD

As for the LUMO energy (spin up / spin down): -5.886 / -8.135 eV. The total charge is +2. For the gap between HOMO and LUMO (spin up / spin down), the calculation gives 6.45 / 4.51 eV. For the energy relative to the best compared isomer or geometry (same formula, charge and spin), the calculation gives 21.3 kJ/mol. The spin multiplicity is 5.

XYZ file:
```
64
C26H24Br4N4O4PdS (ωB97M-V/def2-TZVPD)
H 3.77 -0.29 1.15
Pd -0.83 -0.33 -0.12
C 0.29 -3.52 -0.47
H 3.25 5.87 -2.05
C 3.54 5.13 -2.80
C 1.66 -0.24 1.58
S 1.85 -0.39 -1.15
C 3.61 1.67 -1.28
O -2.94 -0.18 -0.43
C -2.41 2.12 -0.43
Br -1.62 4.81 -0.50
H 4.99 3.29 -1.44
H 3.06 5.42 -3.74
N 1.18 -0.30 0.35
C -1.58 -0.17 3.21
H -1.59 -2.46 -2.04
H 1.14 3.94 -3.20
H -2.61 -0.17 2.89
H 4.31 1.01 -0.78
H -0.61 -4.65 -2.70
H 0.44 1.66 -2.51
H -2.06 -0.10 5.31
C -1.96 -2.97 -1.15
C 3.99 2.93 -1.67
N -0.65 -0.21 2.27
H -1.29 -3.17 0.78
H 0.71 -3.03 -1.35
N -0.97 -5.11 -1.87
C 3.02 -0.23 1.94
Br -5.93 -0.13 -0.22
H 0.98 -5.48 -1.11
H -2.63 -4.95 -0.58
C 2.45 -0.14 4.27
H -2.98 -4.54 -2.26
H 4.62 5.19 -2.93
O -1.17 1.85 -0.51
C 0.05 -0.12 4.95
Br -7.02 2.99 -0.05
C -4.75 1.33 -0.28
C -4.25 3.71 -0.27
C 1.43 2.03 -2.28
N -0.94 -2.82 -0.10
C 3.11 3.76 -2.37
H -0.32 -5.54 0.09
C 1.06 -0.15 3.97
C 0.65 -0.20 2.62
C 2.33 1.23 -1.60
H -2.88 -2.48 -0.85
H 2.75 -0.10 5.31
C -3.37 1.02 -0.38
O 2.94 -1.32 -1.14
C -2.25 -4.44 -1.46
C 3.40 -0.18 3.27
C -1.26 -0.13 4.58
C -5.19 2.63 -0.21
C 1.83 3.30 -2.67
H 0.34 -0.09 6.00
H 4.45 -0.18 3.52
C 0.06 -5.00 -0.78
H -1.14 -6.09 -2.11
C -2.90 3.45 -0.39
H 1.03 -3.44 0.32
Br -4.85 5.48 -0.17
O 0.66 -0.77 -1.93
```

From a Löwdin analysis of the wavefunction, the atomic charges in e read: number 1, H, carries 0.11; number 2, Pd, carries 1.12; number 3, C, carries -0.18; number 4, H, carries 0.10; number 5, C, carries -0.03; number 6, C, carries -0.21; number 7, S, carries 0.67; number 8, C, carries -0.04; number 9, O, carries -0.18; number 10, C, carries -0.38; number 11, Br, carries 0.82; number 12, H, carries 0.13; number 13, H, carries 0.09; number 14, N, carries -0.13; number 15, C, carries -0.07; number 16, H, carries 0.13; number 17, H, carries 0.13; number 18, H, carries 0.13; number 19, H, carries 0.11; number 20, H, carries 0.19; number 21, H, carries 0.11; number 22, H, carries 0.13; number 23, C, carries -0.19; number 24, C, carries -0.01; number 25, N, carries 0.07; number 26, H, carries 0.13; number 27, H, carries 0.10; number 28, N, carries 0.07; number 29, C, carries 0.05; number 30, Br, carries 0.81; number 31, H, carries 0.15; number 32, H, carries 0.14; number 33, C, carries 0.05; number 34, H, carries 0.15; number 35, H, carries 0.09; number 36, O, carries -0.11; number 37, C, carries 0.04; number 38, Br, carries 0.81; number 39, C, carries -0.66; number 40, C, carries -0.73; number 41, C, carries -0.04; number 42, N, carries -0.08; number 43, C, carries -0.23; number 44, H, carries 0.14; number 45, C, carries -0.13; number 46, C, carries -0.14; number 47, C, carries -0.29; number 48, H, carries 0.11; number 49, H, carries 0.14; number 50, C, carries -0.39; number 51, O, carries -0.26; number 52, C, carries -0.08; number 53, C, carries -0.02; number 54, C, carries 0.00; number 55, C, carries -0.73; number 56, C, carries 0.00; number 57, H, carries 0.14; number 58, H, carries 0.13; number 59, C, carries -0.08; number 60, H, carries 0.19; number 61, C, carries -0.65; number 62, H, carries 0.14; number 63, Br, carries 0.81; number 64, O, carries -0.36

=====

C3H2N2O4 | ωB97M-V/def2-TZVPD

As for the LUMO energy: -1.747 eV. For the gap between HOMO and LUMO, the calculation gives 8.92 eV. For the energy relative to the best compared isomer or geometry (same formula, charge and spin), the calculation gives 249.7 kJ/mol.

XYZ file:
```
11
C3H2N2O4 (ωB97M-V/def2-TZVPD)
O -0.71 0.52 -0.79
C -1.36 0.80 0.33
H 1.73 -0.23 -2.03
O 0.76 -0.52 -2.07
C 0.31 -0.43 1.52
O 2.28 -1.04 0.17
N -0.89 0.09 1.56
H 0.79 -0.83 2.43
O -2.11 1.79 0.41
N 0.22 -0.55 -0.83
C 1.10 -0.66 0.28
```

From a Löwdin analysis of the wavefunction, the atomic charges in e read: number 1, O, carries 0.12; number 2, C, carries -0.45; number 3, H, carries 0.16; number 4, O, carries 0.06; number 5, C, carries 0.00; number 6, O, carries 0.10; number 7, N, carries 0.19; number 8, H, carries 0.14; number 9, O, carries 0.11; number 10, N, carries -0.08; number 11, C, carries -0.34

=====

> Among the records above, which one has the highest energy relative to the best compared isomer or geometry (same formula, charge and spin)?

C4H7N3O

=====

> Which of these has the highest energy relative to the best compared isomer or geometry (same formula, charge and spin)?

C4H7N3O

=====

Copy entry 2 word for word.
C5H8N3O | ωB97M-V/def2-TZVPD

As for the LUMO energy: -5.177 eV. The total charge is +1. For the gap between HOMO and LUMO, the calculation gives 8.78 eV. For the energy relative to the best compared isomer or geometry (same formula, charge and spin), the calculation gives 566.8 kJ/mol.

XYZ file:
```
17
C5H8N3O (ωB97M-V/def2-TZVPD)
O -1.51 -1.58 0.65
H 0.44 -1.72 -2.03
C -0.07 -1.80 -1.17
H 1.45 1.05 -1.01
C 0.76 0.89 -0.17
N -0.09 -0.15 -0.11
H 2.29 3.15 0.02
H -1.54 -4.10 -1.41
H -0.22 1.82 1.54
N -1.90 -3.42 -0.70
C 0.54 1.87 0.74
C 1.43 3.14 0.70
H 0.82 4.08 0.79
N -0.90 -0.40 0.82
C -1.16 -2.24 -0.48
H -2.23 -3.73 0.16
H 1.88 3.17 1.67
```

From a Löwdin analysis of the wavefunction, the atomic charges in e read: number 1, O, carries 0.07; number 2, H, carries 0.06; number 3, C, carries 0.30; number 4, H, carries 0.15; number 5, C, carries -0.10; number 6, N, carries 0.02; number 7, H, carries 0.09; number 8, H, carries 0.16; number 9, H, carries 0.13; number 10, N, carries 0.18; number 11, C, carries -0.03; number 12, C, carries -0.06; number 13, H, carries 0.11; number 14, N, carries 0.13; number 15, C, carries -0.36; number 16, H, carries 0.08; number 17, H, carries 0.07

=====

> Which of these has the lowest energy relative to the best compared isomer or geometry (same formula, charge and spin)?

C26H24Br4N4O4PdS